Record 1
Density functional theory data (the ωB97M-V functional and the def2-TZVPD basis) for C4H8N2O in the gas phase.

Each line ends with the Löwdin charge.
Geometry (Å):
C 1.03916 0.90685 1.20957  0.00
C 0.57284 0.21684 -0.00437  -0.05
C 1.02599 -1.04795 -0.64093  -0.14
N -0.42610 -1.36867 -0.71990  0.09
C -0.71618 0.24697 -0.71031  -0.78
O -0.46766 0.85030 -1.81846  -0.03
N -1.92821 0.54269 -0.00151  0.12
H 1.01111 0.19324 2.04378  0.11
H 2.08159 1.22917 1.10735  0.10
H 0.38256 1.74592 1.45267  0.09
H 1.46191 -0.94275 -1.63432  0.12
H 1.63988 -1.69789 -0.00781  0.12
H -0.72164 -1.78941 0.16468  0.09
H -2.50604 -0.28085 0.13824  0.07
H -2.44921 1.19554 -0.57868  0.08

For the relative energy (zero: lowest compared OMol25 entry of this formula, charge and spin), the calculation gives 4.913 eV. As for the max |F|: 0.292 eV/Å. The calculation puts the HOMO energy (spin up / spin down) at -0.3029 / -0.3030 Eh.

---

Record 2
Density functional theory data (the ωB97M-V functional and the def2-TZVPD basis) for 3 unconnected molecules or ions with the total composition C5H18N2O3 at a distorted geometry.

Each line ends with the Mulliken spin population.
Geometry (Å):
N -1.54256 2.08069 1.94439  0.01
C -0.74034 1.59544 0.78260  0.00
C 0.86699 1.53726 1.03733  0.03
O 1.18584 1.58271 2.40425  0.01
C -1.40276 0.34311 0.22123  0.02
N -0.29369 -0.53631 -0.26759  0.71
C -0.83452 -1.73301 -0.98858  0.04
C 0.18907 -2.90817 -1.22994  0.04
H -1.48972 3.05339 2.09890  0.00
H -1.02556 1.73620 2.68118  0.00
H -0.80117 2.31806 -0.05218  0.00
H 1.27405 0.54329 0.82615  0.00
H 1.30762 2.41416 0.56855  0.00
H 1.13881 2.47910 2.91132  0.00
H -1.85747 -0.32272 0.97616  0.03
H -2.22153 0.50666 -0.47688  0.05
H 0.26152 0.02759 -0.84469  0.00
H -1.66798 -2.01606 -0.29146  0.00
H -1.18064 -1.42185 -2.04593  0.05
H 0.97603 -2.86238 -0.47949  0.00
H -0.34449 -3.78000 -1.32347  0.00
H 0.36979 -2.92669 -2.31234  0.00
H 1.60379 -1.62133 0.79662  -0.01
H 2.35536 -1.00602 1.93640  0.00
O 2.52713 -1.80806 1.29498  0.01
H 1.05546 1.34563 -3.63534  0.00
H 0.11813 0.28390 -3.00959  0.00
O 0.17284 1.09541 -3.52259  0.00

For the relative energy (zero: lowest compared OMol25 entry of this formula, charge and spin), the calculation gives 3.210 eV. As for the expectation value of S²: 0.755. As for the max |F|: 5.626 eV/Å. As for the spin multiplicity: 2. As for the net charge: +1. The calculation puts the HOMO energy (spin up / spin down) at -0.5123 / -0.5090 Eh.

---

Record 3
Density functional theory data (the ωB97M-V functional and the def2-TZVPD basis) for a molecular structure, C34H39N5O3P2STi at a distorted geometry.

Each line ends with the Mulliken spin population.
Geometry (Å):
Ti 0.06121 0.91087 1.75991  1.67
C -1.56962 1.97845 -5.55089  0.00
C -1.67424 0.71807 -5.11698  0.00
C -0.89930 -0.43268 -5.70324  0.00
C 0.53110 -0.10976 -6.16653  0.00
C 1.34338 0.73083 -5.18831  0.00
C 1.41529 2.06061 -5.21018  0.00
C 0.73267 2.90538 -6.27199  0.00
C -0.70477 2.46764 -6.68934  0.00
C 1.77082 0.95796 3.12754  -0.01
H -2.20254 2.77123 -5.12855  0.00
H -2.45849 0.45593 -4.39591  0.00
H -1.46044 -0.87238 -6.54970  0.00
H -0.85386 -1.23628 -4.95116  0.00
H 1.06023 -1.06197 -6.30496  0.00
H 0.48775 0.34820 -7.15905  0.00
H 1.94054 0.15554 -4.47021  0.00
H 2.08423 2.61475 -4.53979  0.00
H 1.34386 2.96668 -7.19575  0.00
H 0.65074 3.94577 -5.91526  0.00
H -1.19919 3.35215 -7.13067  0.00
H -0.63078 1.74143 -7.51202  0.00
H 1.13939 1.40326 3.95263  -0.04
H 2.70448 1.54472 3.00657  0.02
H 1.95064 -0.09298 3.45094  0.02
P 1.94001 -0.18312 0.51183  0.03
P -0.97903 -0.74538 0.36795  0.19
N 3.13517 0.96947 -0.04182  0.01
N 3.13192 -1.48541 0.99692  0.00
N -1.78981 0.54402 -0.54125  -0.01
N -2.41057 -1.68375 0.71778  -0.01
C 1.34322 -0.88259 -1.08659  0.07
C -0.00964 -1.60326 -0.91751  -0.11
C 3.10251 2.30164 0.38532  0.01
C 4.04489 3.00731 -0.34016  0.01
C 4.69266 2.08960 -1.22881  0.00
C 4.12267 0.83855 -1.02265  0.00
C 4.10607 -1.35994 1.99731  0.00
C 4.81126 -2.56268 2.09422  0.00
C 4.29092 -3.44405 1.08534  0.00
C 3.26712 -2.75661 0.43210  0.00
C -1.80775 1.84848 -0.01392  0.00
C -2.25814 2.69611 -1.02332  0.01
C -2.44316 1.92352 -2.20267  0.00
C -2.15083 0.60111 -1.87707  0.02
C -3.56005 -1.93876 -0.03888  0.00
C -4.38296 -2.78853 0.69312  0.00
C -3.71647 -3.06978 1.93592  0.00
C -2.51232 -2.38789 1.92583  0.01
H 2.10357 -1.56217 -1.49176  -0.01
H 1.25800 -0.03039 -1.78197  0.05
H -0.56253 -1.66888 -1.86507  0.01
H 0.11433 -2.63652 -0.55344  0.00
H 2.42636 2.60801 1.17784  -0.01
H 4.23315 4.06731 -0.25024  0.00
H 5.47586 2.32798 -1.93416  0.00
H 4.33546 -0.12951 -1.46634  0.00
H 4.20388 -0.44419 2.55383  0.00
H 5.59190 -2.80050 2.79856  0.00
H 4.60831 -4.45352 0.87597  0.00
H 2.63920 -3.06785 -0.38188  0.00
H -1.65038 2.03096 1.06849  -0.01
H -2.42742 3.75970 -0.93858  0.00
H -2.72635 2.28877 -3.18108  0.00
H -2.15037 -0.28761 -2.49417  0.00
H -3.70166 -1.46649 -1.00291  0.00
H -5.34678 -3.17118 0.38370  0.00
H -4.08630 -3.69811 2.73496  0.00
H -1.72313 -2.29915 2.66466  0.00
O -0.02719 1.23478 7.95978  0.00
S 0.03994 0.07691 7.09834  0.00
O 0.89077 -1.01679 7.52083  0.00
N 0.21739 0.47149 5.46737  0.00
C -0.83031 0.20187 4.70384  0.02
O -0.83077 0.47835 3.41653  0.03
C -1.94902 -0.43879 5.45522  0.00
C -3.23439 -0.88748 5.12519  0.00
C -4.05568 -1.37402 6.15708  0.00
C -3.62575 -1.42221 7.49914  0.00
C -2.34462 -0.99454 7.81582  0.00
C -1.56390 -0.53854 6.78339  0.00
H -3.57094 -0.82130 4.09000  0.00
H -5.07210 -1.71509 5.92384  0.00
H -4.26566 -1.78486 8.28823  0.00
H -1.92364 -0.98795 8.82286  0.00

For the relative energy (zero: lowest compared OMol25 entry of this formula, charge and spin), the calculation gives 0.507 eV. As for the expectation value of S²: 2.013. As for the max |F|: 3.182 eV/Å. As for the spin multiplicity: 3. The calculation puts the HOMO energy (spin up / spin down) at -0.2608 / -0.2946 Eh.

---

Record 4
Density functional theory data (the ωB97M-V functional and the def2-TZVPD basis) for a molecular structure, C13H27Br2F3IN2O8PSi2 at a distorted geometry.

Each line ends with the Löwdin charge.
Geometry (Å):
O 2.10284 4.36489 2.06323  -0.05
C 2.14700 3.91942 3.34064  -0.30
O 1.58682 4.83578 4.36638  -0.03
C 2.74126 2.43058 3.72751  -0.16
C 1.53086 1.46093 4.28473  -0.33
Si 0.04307 1.36737 3.00540  0.17
I 0.69055 -0.48785 1.42369  0.57
O -1.41381 1.01290 3.92200  -0.46
Si -2.86292 1.07770 2.93007  0.49
C -4.37999 1.94013 3.80329  -0.30
C -4.16128 3.54067 4.08348  -0.20
C -4.33251 4.50701 2.77002  -0.67
F -3.14426 4.52442 1.87857  -0.12
Br -5.92175 4.08537 1.61715  0.75
C -4.55480 6.05652 3.33953  -0.63
F -3.59988 6.37296 4.46084  -0.07
F -5.96028 6.15988 3.87454  -0.12
Br -4.42755 7.45391 1.88681  0.72
P -3.52130 -1.03763 2.60613  0.63
O -5.00418 -0.91752 2.00357  -0.44
O -3.71727 -1.83696 4.16703  -0.27
O -2.50786 -1.90699 1.48875  -0.31
H 1.97180 5.75378 4.19949  0.13
H 3.27437 2.02074 2.75471  0.13
H 3.59398 2.51380 4.55055  0.13
H 1.16614 1.71401 5.37094  0.10
H 2.00111 0.36542 4.35254  0.09
H -0.03222 2.57618 2.19643  -0.02
H -2.69585 1.76919 1.64806  0.01
H -4.48942 1.38104 4.85001  0.11
H -5.34934 1.67081 3.19535  0.07
H -5.01643 3.86372 4.84772  0.14
H -3.13842 3.75860 4.63083  0.14
H -4.67906 -1.70595 4.48020  0.10
H -2.49265 -1.48402 0.58008  0.08
C 2.11436 -0.50631 -3.79117  -0.01
C 1.71913 -1.03983 -2.44299  -0.55
O 0.81361 -0.53666 -1.78104  -0.08
N 2.39724 -2.11728 -1.95344  0.00
C 3.48120 -2.84666 -2.56738  -0.08
H 1.48356 0.35125 -4.04300  0.09
H 3.15585 -0.17475 -3.77236  0.09
H 1.97221 -1.27534 -4.55501  0.06
H 2.07198 -2.41609 -1.04131  0.12
H 3.17010 -3.88859 -2.67470  0.08
H 4.34396 -2.79714 -1.89861  0.08
H 3.75341 -2.44489 -3.54404  0.07
C 3.71451 -4.23906 -7.43715  -0.01
C 2.64798 -4.26664 -6.37876  -0.54
O 2.24678 -3.24304 -5.82868  0.01
N 2.11919 -5.47448 -6.02959  0.00
C 2.44915 -6.77982 -6.55026  -0.08
H 4.03510 -3.20665 -7.60470  0.09
H 4.58084 -4.82075 -7.11142  0.09
H 3.32035 -4.63478 -8.37690  0.09
H 1.40752 -5.40883 -5.31107  0.14
H 1.54042 -7.21538 -6.97265  0.08
H 2.79049 -7.39983 -5.71772  0.08
H 3.22428 -6.73921 -7.31636  0.08

As for the max |F|: 8.677 eV/Å. The calculation puts the HOMO energy at -0.3301 Eh.

---

Number 1: DFT total energy -9301.480 eV. Number 2: DFT total energy -14587.778 eV. Number 3: DFT total energy -102006.970 eV. Number 4: DFT total energy -214662.009 eV.